A cluster of 12 separate species, C40H95BN3O20S11 in total. Source: OMol25; level of theory: ωB97M-V/def2-TZVPD.

Its total charge is +1. The LUMO energy is -3.620 eV. Its HOMO-LUMO gap is 0.2286 Eh. The value obtained for the largest force on an atom is 4.97 eV/Å.

Positions of all 170 atoms, in Å:
S  -7.347  2.148  -0.928
S  5.110  -0.084  -6.201
S  -2.708  -0.648  -2.568
S  -3.067  2.859  -5.978
S  -4.012  -5.294  -6.604
S  -12.048  -0.796  -0.026
S  -4.293  -2.231  1.308
S  4.054  4.637  11.892
S  1.806  -3.968  3.971
S  3.540  -5.666  -6.961
S  0.493  -3.391  -0.711
O  -0.620  3.655  5.344
O  6.989  0.160  2.424
O  5.377  -1.558  1.859
O  2.430  1.270  -2.272
O  1.817  5.514  7.367
O  3.181  -1.034  2.579
O  5.502  1.124  -6.980
O  6.892  -0.582  0.118
O  1.843  -3.171  -1.319
O  -4.362  -6.731  -6.424
O  -11.068  0.267  0.340
O  -6.708  2.043  -2.273
O  2.211  -2.734  3.210
O  3.938  -4.346  -7.531
O  -2.197  2.829  -4.765
O  -3.314  -1.932  -3.050
O  1.229  0.969  3.574
O  3.753  4.854  10.447
O  -3.884  -0.985  0.594
O  4.549  -0.367  4.361
N  4.052  0.083  0.604
N  2.407  1.853  0.913
N  3.901  1.265  2.682
C  -6.024  -2.050  1.775
C  7.120  2.796  -3.202
C  4.803  2.991  -2.322
C  3.270  5.466  7.473
C  -4.571  -3.499  0.058
C  4.080  -1.150  1.489
C  -2.194  3.797  -7.244
C  3.684  -6.885  -8.279
C  -0.059  -1.814  -0.035
C  4.931  -6.275  -5.990
C  5.325  5.825  12.361
C  0.960  2.309  4.027
C  -0.111  2.326  5.179
C  2.270  0.337  4.313
C  3.556  0.015  3.424
C  3.466  0.888  -1.763
C  -0.701  -3.444  -2.054
C  -2.359  -5.227  -7.322
C  5.911  0.678  -2.609
C  -9.044  2.695  -1.179
C  3.345  -0.227  -0.670
C  -3.991  0.612  -2.613
C  4.804  -1.412  -7.377
C  -0.186  4.233  6.603
C  7.116  1.346  -3.100
C  3.953  6.691  6.729
C  -4.352  4.087  -5.685
C  -3.539  -4.648  -4.991
C  6.002  3.647  -2.808
C  -1.749  0.043  -3.924
C  1.391  4.392  6.592
C  -11.220  -1.926  -1.159
C  0.075  -3.770  4.435
C  -12.135  -1.948  1.356
C  1.531  -5.265  2.752
C  -7.763  0.481  -0.398
C  2.725  5.402  12.838
C  3.388  0.127  -5.708
C  3.403  1.069  1.354
C  4.785  1.520  -2.244
B  6.399  -0.669  1.427
H  4.673  -6.825  -8.735
H  6.248  5.561  11.848
H  5.996  4.752  -2.894
H  -4.743  0.372  -1.865
H  -5.002  3.722  -4.890
H  -3.160  -3.631  -5.101
H  -2.408  -5.626  -8.335
H  4.564  6.269  5.891
H  -10.274  -2.258  -0.728
H  -0.517  -3.509  3.557
H  -8.341  0.525  0.526
H  -5.253  -3.124  -0.706
H  -4.456  0.633  -3.599
H  2.590  2.858  0.839
H  3.534  5.418  8.560
H  8.036  3.293  -3.606
H  3.212  7.399  6.284
H  -0.680  5.222  6.758
H  -11.132  -2.278  1.629
H  -1.671  -5.830  -6.727
H  0.849  -4.907  1.978
H  -6.387  -2.990  2.191
H  3.891  3.549  -2.002
H  3.517  -7.883  -7.871
H  3.678  -1.192  -1.143
H  -12.591  -1.435  2.202
H  -6.836  -0.062  -0.221
H  1.115  -6.146  3.242
H  -8.338  -0.025  -1.176
H  2.560  0.850  5.264
H  -0.586  -2.565  -2.686
H  -0.962  1.680  4.847
H  -11.027  -1.398  -2.093
H  2.779  0.367  -6.581
H  -3.614  -3.745  -0.401
H  6.853  1.099  2.218
H  3.652  -1.987  0.868
H  -12.751  -2.804  1.078
H  3.484  2.099  3.095
H  -2.776  -5.288  -4.544
H  2.924  -6.671  -9.030
H  1.877  -0.677  4.613
H  -0.472  3.481  7.395
H  2.585  6.434  12.514
H  -4.421  -4.635  -4.353
H  -0.520  -4.342  -2.645
H  -2.850  3.944  -8.104
H  -9.580  2.668  -0.230
H  1.728  4.576  5.532
H  1.815  3.416  6.977
H  -0.292  -4.697  4.875
H  2.488  -5.523  2.300
H  7.075  0.369  -0.019
H  -3.552  1.584  -2.385
H  -0.893  -0.608  -4.112
H  -2.019  -4.191  -7.357
H  0.014  -1.037  -0.799
H  4.504  -1.345  4.379
H  3.671  4.519  7.011
H  0.576  2.946  3.185
H  -4.937  4.225  -6.596
H  -9.539  2.051  -1.907
H  -3.900  5.032  -5.381
H  2.970  5.371  13.900
H  5.053  -5.628  -5.122
H  1.809  4.839  12.661
H  -9.025  3.718  -1.554
H  0.005  -2.969  5.171
H  -1.090  -1.904  0.311
H  -6.097  -1.268  2.530
H  4.398  -2.277  -6.855
H  -6.616  -1.770  0.905
H  -4.986  -4.390  0.531
H  5.020  6.830  12.067
H  -1.394  1.034  -3.649
H  1.493  1.541  0.595
H  1.937  2.736  4.407
H  -11.865  -2.783  -1.355
H  3.333  0.946  -4.991
H  0.335  1.894  6.110
H  5.485  5.780  13.439
H  -1.879  4.760  -6.841
H  5.750  -1.684  -7.843
H  4.106  -1.075  -8.144
H  4.667  7.177  7.437
H  5.841  -6.253  -6.591
H  5.819  -0.431  -2.526
H  7.985  0.707  -3.378
H  4.724  -7.292  -5.657
H  0.585  -1.559  0.810
H  -2.365  0.101  -4.822
H  3.028  -0.791  -5.239
H  2.251  -0.361  -0.449
H  -1.318  3.227  -7.551
H  -1.710  -3.481  -1.642

Cartesian forces, eV/Å:
-0.1 0.1 0.0
0.0 -0.1 -0.2
-0.1 0.5 -0.1
0.0 0.1 0.0
0.0 -0.1 0.1
-0.1 0.0 0.0
0.0 0.0 -0.1
0.0 0.0 0.1
-0.2 -0.3 -0.1
0.0 -0.1 0.0
-0.1 0.1 0.0
0.7 -0.3 0.9
-1.3 -0.4 -1.1
-0.1 1.4 -0.8
0.4 -0.3 0.5
0.6 -1.4 -0.3
3.1 3.5 -1.8
-0.1 -0.1 0.2
-1.5 0.3 1.2
0.0 0.2 0.1
0.1 0.2 0.0
0.1 -0.2 0.0
-0.1 0.0 0.0
-1.3 -2.2 0.9
0.0 -0.3 0.1
-0.1 0.3 -0.2
0.0 0.0 0.0
0.4 0.6 0.5
0.1 0.0 0.4
-0.1 -0.2 0.0
-0.6 -0.2 -1.3
-3.2 0.6 1.8
0.5 1.3 -0.8
-0.6 -1.0 -3.1
-0.1 0.0 0.1
-0.5 -0.3 0.3
1.6 -1.4 -0.5
0.5 0.5 0.0
-0.1 0.0 0.0
0.3 -3.0 -0.6
0.1 0.1 0.0
0.1 0.0 -0.1
0.1 0.1 0.1
0.1 0.0 0.0
0.0 0.1 0.0
0.2 0.4 0.5
-0.1 -0.2 -0.9
-0.3 -1.5 0.0
-1.2 0.0 3.4
-0.1 0.7 -0.5
0.1 -0.1 0.0
0.1 0.0 0.0
0.1 2.4 -0.1
-0.1 0.1 0.0
-0.4 0.0 -1.1
-0.1 -0.1 0.1
0.0 0.1 0.1
0.8 -0.4 0.0
-2.0 0.6 0.7
0.2 -1.0 0.1
-0.1 0.1 0.1
0.1 0.0 0.0
-0.8 -2.5 0.3
0.2 -0.3 0.0
-0.9 0.2 -0.2
0.1 0.0 0.0
-0.1 0.1 0.0
0.1 -0.1 0.1
0.0 0.0 0.0
0.0 -0.2 0.0
-0.1 0.1 0.0
-0.1 0.1 0.1
2.1 0.1 1.3
0.8 0.3 0.3
1.3 0.9 0.8
0.0 0.1 0.1
-0.1 -0.1 0.0
0.3 -1.0 0.0
0.1 -0.1 0.0
0.1 -0.1 0.0
-0.1 0.0 0.1
-0.1 0.0 0.1
-0.4 0.6 0.6
0.0 0.0 0.1
0.1 0.0 0.0
-0.1 0.0 -0.1
0.1 0.1 0.0
0.1 -0.1 0.0
-0.4 -0.5 0.5
-0.3 0.3 -1.1
-0.9 -0.6 0.4
0.6 -0.5 0.7
0.3 -0.9 -0.3
0.0 0.1 -0.1
-0.1 0.0 0.0
0.0 0.1 0.1
0.1 0.0 0.0
0.9 -0.5 -0.4
0.0 0.1 0.0
0.0 0.8 0.8
0.0 0.1 -0.1
0.1 0.2 -0.1
0.0 0.0 0.0
0.0 0.1 0.0
-0.1 0.0 -1.0
0.0 0.0 0.1
0.7 0.4 0.3
-0.1 0.0 0.1
0.1 0.0 0.0
0.0 0.1 0.0
0.4 -0.3 0.2
0.2 0.9 0.6
0.0 0.1 0.0
-0.1 -0.5 0.0
0.0 -0.1 -0.1
0.0 0.1 0.1
0.6 0.9 -0.3
0.2 1.1 -0.4
0.1 0.0 -0.1
0.0 0.0 -0.1
0.1 0.0 0.1
0.0 -0.1 0.0
0.0 -0.1 0.0
-0.4 -0.4 0.8
-0.1 1.0 -0.3
0.1 0.0 0.0
0.0 0.1 0.1
0.5 -0.7 -0.3
0.0 0.0 0.0
-0.1 -0.1 0.1
-0.1 0.0 0.0
-0.1 -0.1 -0.1
0.2 0.6 0.0
-0.6 0.8 0.4
0.4 -0.8 0.6
0.0 -0.1 0.0
0.1 0.0 0.0
0.1 -0.1 0.0
0.0 0.0 0.0
-0.1 0.0 -0.1
0.1 0.0 0.0
0.1 0.0 0.0
0.1 0.0 0.0
0.0 0.1 -0.1
0.1 0.0 0.0
0.0 0.0 0.0
0.1 -0.1 0.0
0.0 0.0 0.1
-0.1 -0.1 0.0
-0.1 0.0 0.0
0.7 -0.3 -0.5
-1.0 -0.1 -0.4
0.0 0.1 0.0
0.1 0.0 0.0
-0.5 0.4 -0.6
0.0 -0.1 0.0
0.0 0.0 0.1
0.0 0.1 0.1
0.0 0.1 0.1
-0.7 0.0 -0.7
-0.1 0.0 0.0
0.3 1.1 -0.1
-0.7 0.9 0.1
0.0 0.0 0.0
0.0 -0.2 0.1
0.0 0.0 0.1
0.0 0.0 0.0
1.0 0.1 -0.5
-0.1 0.0 0.1
0.0 0.1 -0.1